[1]
71
Properties=species:S:1:pos:R:3 method="wB97M-V/def2-TZVPD" energy_ev=-73167.260 max_force_ev_per_a=5.20 total_charge=+1 spin_multiplicity=1 molar_mass_g_mol=538.38 lumo_ha=-0.1111 gap_ev=9.3188 e_homo_ev=-12.3431
O -1.392 -6.830 -5.092
O -1.742 -5.600 -4.729
C -0.519 -4.806 -5.078
C -0.627 -3.332 -4.369
C -2.023 -2.509 -4.619
C -1.536 -1.018 -5.199
N -0.151 -0.939 -4.526
C 0.488 -2.278 -4.947
H -1.356 -6.751 -6.109
H -0.453 -4.604 -6.252
H 0.409 -5.389 -4.668
H -0.650 -3.520 -3.214
H -2.739 -2.946 -5.436
H -2.555 -2.180 -3.609
H -2.221 -0.175 -4.755
H -1.383 -1.008 -6.383
H 0.407 -0.065 -4.665
H -0.422 -1.179 -3.525
H 1.625 -2.414 -4.679
H 0.421 -2.442 -6.113
C -0.538 -1.547 2.548
O -1.830 -1.883 2.086
P -2.194 -1.453 0.576
O -1.177 -1.847 -0.449
O -2.461 0.131 0.679
C -3.268 0.621 1.729
O -3.661 -2.077 0.353
C -3.727 -3.356 -0.243
H -0.573 -1.433 3.635
H 0.158 -2.350 2.294
H -0.191 -0.607 2.109
H -2.629 0.892 2.572
H -4.008 -0.116 2.053
H -3.790 1.516 1.382
H -4.626 -3.868 0.111
H -2.854 -3.964 0.013
H -3.788 -3.242 -1.330
C 4.607 -1.289 2.406
O 4.568 -0.732 3.704
P 3.294 0.189 4.059
O 1.968 -0.426 3.738
O 3.593 1.573 3.294
C 4.880 2.143 3.391
O 3.517 0.552 5.612
C 2.884 -0.283 6.559
H 5.651 -1.452 2.125
H 4.083 -2.248 2.407
H 4.148 -0.619 1.673
H 5.487 1.797 2.550
H 5.374 1.880 4.330
H 4.788 3.231 3.333
H 3.473 -0.287 7.480
H 2.797 -1.311 6.195
H 1.887 0.114 6.778
C -1.581 3.387 -1.048
O -0.549 3.880 -0.219
P -0.985 4.886 0.961
O -2.120 4.402 1.808
O -1.265 6.277 0.200
C -0.332 6.731 -0.758
O 0.390 5.151 1.754
C 0.652 4.327 2.871
H -1.161 3.151 -2.029
H -1.996 2.477 -0.608
H -2.375 4.129 -1.177
H -0.636 6.377 -1.746
H 0.681 6.380 -0.540
H -0.334 7.824 -0.759
H 1.734 4.228 2.994
H 0.221 3.330 2.744
H 0.235 4.795 3.768


[2]
36
Properties=species:S:1:pos:R:3 method="wB97M-V/def2-TZVPD" energy_ev=-31706.927 max_force_ev_per_a=4.15 s_squared=3.76 total_charge=+2 spin_multiplicity=4 molar_mass_g_mol=320.15 lumo_ha="-0.2350 / -0.3922" gap_ev="8.8779 / 4.5559" e_homo_ev="-15.2725 / -15.2293"
Pd 4.595 -2.261 0.214
Cl 3.575 0.067 -0.331
C -0.562 -0.970 5.166
C -1.309 -1.581 4.008
C -0.305 -2.463 3.080
O 0.668 -1.726 2.443
C 0.288 -0.716 1.554
N -2.326 -2.426 4.571
H -1.137 -0.270 5.773
H 0.279 -0.346 4.865
H -0.147 -1.649 5.911
H -1.854 -0.847 3.415
H -0.736 -3.051 2.269
H 0.148 -3.164 3.781
H -0.224 -1.251 0.754
H 1.103 -0.188 1.059
H -0.446 -0.015 1.951
H -2.790 -1.978 5.347
H -2.999 -2.576 3.833
C 0.246 -0.033 -2.624
C 0.854 0.819 -3.767
C 0.425 2.222 -3.674
O -0.945 2.435 -3.553
C -1.360 3.756 -4.020
N 2.292 0.591 -3.822
H 0.642 0.246 -1.648
H 0.558 -1.067 -2.775
H -0.833 -0.013 -2.474
H 0.333 0.432 -4.642
H 0.701 2.685 -4.622
H 0.891 2.694 -2.809
H -0.903 4.596 -3.497
H -2.404 3.961 -3.784
H -1.390 3.738 -5.109
H 2.311 -0.416 -3.897
H 2.761 0.765 -2.944


[3]
54
Properties=species:S:1:pos:R:3 method="wB97M-V/def2-TZVPD" energy_ev=-83172.439 max_force_ev_per_a=2.07 s_squared=6.01 total_charge=0 spin_multiplicity=5 relative_energy_kcal_mol=4.11 molar_mass_g_mol=609.40 lumo_ha="0.0104 / 0.0108" gap_ev="8.0288 / 7.9770" e_homo_ev="-7.7467 / -7.6836"
C 2.115 -1.143 -3.847
C 1.518 -0.412 -2.821
N 1.097 -1.029 -1.700
C 1.226 -2.358 -1.544
C 1.800 -3.137 -2.545
C 2.258 -2.527 -3.716
C 1.323 1.088 -2.987
P 1.210 2.005 -1.400
Pm -0.142 0.464 0.334
P -0.637 -2.178 0.607
C 0.759 -3.028 -0.241
O -1.243 1.952 -4.175
O -2.713 2.157 -1.915
H 2.476 -0.614 -4.729
H 1.862 -4.219 -2.402
H 2.719 -3.116 -4.507
C 2.897 2.367 -0.818
C 0.381 3.597 -1.654
H 0.485 -4.074 -0.420
H 1.601 -3.072 0.467
H 0.395 1.316 -3.573
H 2.149 1.520 -3.562
C -0.548 -2.543 2.394
C -2.189 -2.883 -0.030
H -2.359 1.230 -1.652
H -2.900 2.579 -1.059
H -1.876 2.165 -3.451
H -1.701 1.294 -4.748
H 1.565 -0.147 0.889
H -1.624 0.201 -1.298
H 3.450 3.071 -1.454
H 2.826 2.811 0.190
H 3.484 1.442 -0.718
H 0.916 4.241 -2.368
H -0.652 3.414 -2.009
H 0.314 4.109 -0.676
H -2.349 -3.946 0.204
H -3.018 -2.297 0.406
H -2.224 -2.729 -1.122
H -0.708 -3.609 2.624
H 0.434 -2.226 2.795
H -1.322 -1.946 2.916
F -0.919 -0.069 7.219
C -1.003 0.308 5.927
C 0.142 0.381 5.141
F 1.334 0.032 5.675
C 0.068 0.905 3.848
F 1.254 1.096 3.166
C -1.158 1.367 3.300
S -1.371 2.296 1.848
C -2.305 1.131 4.084
F -3.512 1.447 3.572
C -2.236 0.671 5.393
F -3.352 0.646 6.145


[4]
10
Properties=species:S:1:pos:R:3 method="wB97M-V/def2-TZVPD" smiles=Cc1nn[nH]n1 energy_ev=-8096.404 max_force_ev_per_a=4.45 total_charge=0 spin_multiplicity=1 relative_energy_kcal_mol=67.10 molar_mass_g_mol=84.08 lumo_ha=0.0389 gap_ev=11.5520 e_homo_ev=-10.4938
C 1.598 0.078 -0.039
C 0.098 0.319 0.020
N -0.925 1.305 0.114
N -2.073 0.653 -0.051
N -1.772 -0.611 0.093
N -0.500 -0.869 0.150
H 2.163 -0.063 1.021
H 1.836 -0.798 -0.779
H 2.086 1.172 -0.215
H -2.510 -1.186 -0.314


[5]
57
Properties=species:S:1:pos:R:3 method="wB97M-V/def2-TZVPD" energy_ev=-60810.154 max_force_ev_per_a=0.50 s_squared=2.01 total_charge=0 spin_multiplicity=3 relative_energy_kcal_mol=0.00 molar_mass_g_mol=612.93 lumo_ha="-0.0195 / -0.0203" gap_ev="6.9597 / 6.8542" e_homo_ev="-7.4900 / -7.4056"
Pd 0.051 0.744 0.249
C 2.706 2.844 0.321
O 2.118 1.691 -0.263
C 2.675 1.137 -1.383
C 3.903 1.537 -1.888
C 4.414 0.924 -3.023
C 3.703 -0.080 -3.659
C 2.473 -0.475 -3.163
C 1.941 0.123 -2.027
N 0.677 -0.251 -1.490
N 0.213 -1.333 -1.930
C -0.953 -1.896 -1.510
C -1.859 -1.406 -0.524
O -1.766 -0.295 0.115
C -3.016 -2.211 -0.220
C -3.259 -3.385 -0.839
C -2.383 -3.897 -1.843
C -2.660 -5.115 -2.487
C -1.824 -5.602 -3.457
C -0.683 -4.868 -3.802
C -0.394 -3.679 -3.183
C -1.235 -3.156 -2.180
H 2.745 3.661 -0.403
H 3.706 2.618 0.697
H 2.058 3.105 1.153
H 4.465 2.318 -1.398
H 5.373 1.240 -3.409
H 4.100 -0.557 -4.544
H 1.904 -1.250 -3.652
H -3.674 -1.816 0.541
H -4.136 -3.967 -0.579
H -3.551 -5.660 -2.200
H -2.042 -6.539 -3.949
H -0.018 -5.243 -4.567
H 0.493 -3.130 -3.460
F 1.605 -0.470 4.748
C 2.267 -0.448 3.578
F 2.788 -1.659 3.385
F 3.292 0.415 3.717
C 1.333 0.005 2.430
O 0.833 1.141 2.552
O 1.158 -0.777 1.476
S -0.974 2.952 -0.268
C -1.511 3.020 1.349
N -1.199 4.056 2.133
C -1.431 4.059 3.569
C -2.705 3.286 3.860
C -2.585 1.895 3.254
N -2.246 2.027 1.845
H -0.634 4.770 1.707
H -1.493 5.092 3.909
H -0.583 3.583 4.072
H -3.554 3.802 3.407
H -2.876 3.225 4.934
H -3.529 1.355 3.322
H -1.812 1.304 3.755
H -2.410 1.237 1.221


[6]
15
Properties=species:S:1:pos:R:3 method="wB97M-V/def2-TZVPD" energy_ev=-19667.126 max_force_ev_per_a=5.73 total_charge=0 spin_multiplicity=1 relative_energy_kcal_mol=103.24 molar_mass_g_mol=129.18 lumo_ha=-0.0163 gap_ev=8.3045 e_homo_ev=-8.7472
O -1.106 -2.754 0.550
C -0.386 -1.615 0.418
S 1.182 -1.715 -0.184
C -1.294 -0.337 0.303
C -0.859 0.962 0.002
N 0.431 1.609 -0.180
C 0.441 2.990 0.372
C 0.395 2.620 -1.084
H -0.402 -3.383 0.438
H -2.325 -0.480 0.404
H -1.566 1.903 0.050
H 1.236 3.108 1.095
H -0.467 3.428 0.898
H 1.359 2.922 -1.705
H -0.698 2.984 -1.428


[7]
16
Properties=species:S:1:pos:R:3 method="wB97M-V/def2-TZVPD" energy_ev=-8761.397 max_force_ev_per_a=3.31 total_charge=0 spin_multiplicity=1 relative_energy_kcal_mol=72.12 molar_mass_g_mol=99.14 lumo_ha=0.0223 gap_ev=9.1995 e_homo_ev=-8.5938
H 1.913 -1.849 -1.952
N 1.615 -1.755 -0.983
C 1.286 -0.583 -0.646
C 0.800 -0.333 0.709
C 1.197 0.726 1.429
H 1.345 0.303 -1.293
H 0.487 -1.254 1.237
H 1.242 1.720 1.012
H 1.346 0.661 2.494
H -1.830 2.071 0.189
N -1.589 1.315 0.830
C -1.413 0.194 0.259
N -1.490 -0.080 -1.088
H -1.554 -0.740 0.907
H -1.529 -1.034 -1.398
H -1.826 0.640 -1.705


[8]
12
Properties=species:S:1:pos:R:3 method="wB97M-V/def2-TZVPD" smiles="O=C1NN=CC1(O)O" energy_ev=-12296.967 max_force_ev_per_a=3.44 total_charge=0 spin_multiplicity=1 relative_energy_kcal_mol=46.77 molar_mass_g_mol=116.08 lumo_ha=0.0135 gap_ev=9.9786 e_homo_ev=-9.6100
O 1.042 1.140 1.676
C 0.278 0.480 1.010
N -0.566 -0.446 1.582
N -1.126 -1.322 0.683
C -0.677 -1.050 -0.507
C 0.214 0.190 -0.555
O -0.556 1.310 -1.025
O 1.441 0.004 -1.092
H -0.831 -0.570 2.520
H -0.796 -1.825 -1.314
H -0.389 1.229 -1.996
H 1.967 0.858 -0.983


[9]
7
Properties=species:S:1:pos:R:3 method="wB97M-V/def2-TZVPD" energy_ev=-78033.412 max_force_ev_per_a=5.61 total_charge=0 spin_multiplicity=1 relative_energy_kcal_mol=65.05 molar_mass_g_mol=145.93 lumo_ha=-0.0103 gap_ev=9.4938 e_homo_ev=-9.7752
C -0.648 0.350 0.061
N 0.495 -0.012 0.845
F -1.037 1.637 0.230
F -1.703 -0.393 0.116
Br 2.192 0.063 0.036
H -0.437 0.279 -1.590
H 0.531 -0.254 1.887


[10]
14
Properties=species:S:1:pos:R:3 method="wB97M-V/def2-TZVPD" energy_ev=-15547.058 max_force_ev_per_a=6.64 s_squared=2.01 total_charge=+1 spin_multiplicity=3 relative_energy_kcal_mol=18.36 molar_mass_g_mol=106.18 lumo_ha="-0.1307 / -0.3560" gap_ev="4.5260 / 6.3502" e_homo_ev="-8.0836 / -16.0382"
C -1.683 0.171 0.021
N -2.855 -0.457 -0.155
N -0.539 -0.267 0.429
N 0.474 0.703 0.447
O -1.703 1.381 -0.242
Si 2.052 0.223 -0.272
H -2.910 -1.458 0.113
H -3.665 0.081 -0.273
H -0.221 -1.287 0.692
H -0.653 1.776 -0.046
H 0.495 1.051 1.327
H 2.157 0.385 -1.745
H 3.161 0.798 0.572
H 2.062 -1.155 0.008


[11]
20
Properties=species:S:1:pos:R:3 method="wB97M-V/def2-TZVPD" energy_ev=-9383.232 max_force_ev_per_a=2.21 s_squared=0.75 total_charge=0 spin_multiplicity=2 relative_energy_kcal_mol=33.62 molar_mass_g_mol=105.16 lumo_ha="0.0337 / -0.0816" gap_ev="9.5475 / 6.3856" e_homo_ev="-8.6295 / -8.6051"
C 0.380 -0.282 2.482
N -0.881 -0.947 2.106
C -0.588 -2.117 1.266
H 0.995 -0.952 3.122
H 0.920 -0.003 1.599
H 0.085 0.628 3.104
H -1.299 -0.332 1.437
H -0.133 -1.748 0.345
H -1.579 -2.592 1.013
H 0.014 -2.830 1.832
C 1.081 0.699 -2.562
N 0.399 1.868 -1.971
C -0.828 1.407 -1.249
O -0.587 0.505 -0.241
H 1.261 -0.085 -1.798
H 2.052 1.014 -2.969
H 0.485 0.283 -3.377
H 0.993 2.195 -1.238
H -1.420 0.993 -2.051
H -1.350 2.296 -0.853


[12]
23
Properties=species:S:1:pos:R:3 method="wB97M-V/def2-TZVPD" energy_ev=-12502.302 max_force_ev_per_a=5.47 total_charge=0 spin_multiplicity=1 relative_energy_kcal_mol=148.35 molar_mass_g_mol=148.21 lumo_ha="0.0097 / 0.0096" gap_ev="7.5982 / 7.5963" e_homo_ev="-7.3347 / -7.3343"
C 1.670 1.838 2.091
C 0.352 2.031 1.649
C 2.510 0.999 1.370
C -0.071 1.495 0.422
C 2.043 0.370 0.212
C 0.750 0.610 -0.294
C -2.842 -0.239 -1.308
C -1.778 -0.782 -0.807
C -1.530 -2.000 0.010
N 0.802 -1.158 -1.871
N 0.192 -0.061 -1.318
H 2.229 2.203 3.032
H -0.294 2.840 1.953
H 3.618 1.032 1.646
H -1.071 1.568 -0.078
H 2.899 -0.189 -0.338
H -2.945 0.446 -2.107
H -3.816 -0.544 -0.901
H -0.819 -2.837 -0.593
H -2.323 -2.506 0.404
H -0.858 -1.698 0.849
H 0.449 -1.448 -2.764
H 0.835 -1.969 -1.261